C24H19BrN5PdS as an isolated structure, computed with the ωB97M-V functional and the def2-TZVPD basis.

Its electronic energy is -4299.5937 a.u. Its relative energy (zero: lowest compared OMol25 entry of this formula, charge and spin) is 41.1 kcal per mole. The total charge is +1. As for the HOMO-LUMO gap (spin up / spin down): 5.56 / 5.06 eV. The largest force on an atom comes out at 0.096 Eh/bohr. The calculation puts the LUMO energy (spin up / spin down) at -5.383 / -5.851 eV.

Geometry (Å):
H1 -7.4249 -2.5796 1.9810
C1 -2.6531 -0.2286 -1.1757
Pd1 0.1051 0.0281 0.3091
Br1 -0.3981 2.4169 0.9270
C2 -5.2626 -0.4899 0.4527
H2 6.0066 0.0845 -0.0340
C3 0.0910 -4.2707 -0.2630
C4 -5.3046 -2.8786 1.8693
N1 -1.9646 -0.7654 2.2735
C5 2.3580 -3.5026 -0.1271
C6 -6.4551 -0.9810 0.9389
C7 -4.1016 -2.3805 1.4110
H3 2.3168 2.2368 -0.0564
C8 -0.3628 -2.9592 -0.2020
H4 -4.5978 -0.8192 -1.9092
H5 -0.2235 1.1009 -2.9518
H6 -7.3584 -0.4088 0.7943
N2 -1.4249 0.2596 -1.5299
H7 -5.3246 -3.8120 2.4130
N3 2.1687 0.1766 -0.0575
C9 -6.4841 -2.1848 1.6313
C10 -2.1865 0.6950 -3.7392
C11 2.8034 -1.0143 -0.0548
N4 -1.7459 -0.5621 1.0175
C12 -2.8249 -0.6557 0.1532
C13 2.8694 1.3061 -0.0560
H8 4.6984 -2.0186 -0.0368
H9 -4.1944 0.0521 -4.1869
H10 -1.4278 -2.7748 -0.2552
H11 1.7952 -5.5594 -0.2195
C14 -1.0696 -0.7311 3.2189
C15 1.9201 -2.1780 -0.0829
C16 4.2532 1.3207 -0.0555
H12 -5.2177 0.4669 -0.0453
H13 4.7833 2.2582 -0.0561
C17 -3.6633 -0.3466 -2.1693
H14 -0.8352 -0.7870 5.2361
H15 3.4130 -3.7243 -0.0906
C18 0.5403 -1.9205 -0.0897
C19 4.9270 0.1089 -0.0462
N5 -1.4654 -0.9985 4.4822
S1 0.6148 -0.4049 2.9329
H16 -1.9808 1.0888 -4.7195
H17 -3.1875 -2.9329 1.5796
C20 4.1983 -1.0654 -0.0481
C21 -4.0716 -1.1930 0.6679
C22 1.4482 -4.5385 -0.2026
H18 -2.4551 -1.0110 4.6797
H19 -0.6218 -5.0759 -0.3481
C23 -1.2140 0.7078 -2.7504
C24 -3.4287 0.1251 -3.4322

---

C24H19BrN6OSTe4Zr as an isolated structure, computed with the ωB97M-V functional and the def2-TZVPD basis.

Its electronic energy is -5421.2022 a.u. Its relative energy (zero: lowest compared OMol25 entry of this formula, charge and spin) is 55.7 kcal per mole. The total charge is 0. As for the HOMO-LUMO gap (spin up / spin down): 3.94 / 3.91 eV. The largest force on an atom comes out at 0.036 Eh/bohr. The calculation puts the LUMO energy (spin up / spin down) at -1.888 / -1.895 eV.

Geometry (Å):
C1 -0.5037 -2.6645 -1.4023
H1 1.6876 1.5795 -2.2069
H2 -2.1686 3.8572 -0.1233
Zr1 0.1740 0.0322 0.0309
C2 0.4917 -2.1612 -3.5547
N1 -0.3823 -2.4424 4.0063
S1 -0.8836 -0.3192 2.4473
H3 5.0406 -0.8847 -3.2434
C3 -0.7983 -4.9088 -0.6204
Te1 0.8973 5.2107 1.9105
H4 -0.7954 0.2128 -4.0252
Te2 1.5367 1.3673 2.9264
Te3 0.7639 3.1924 4.4763
C4 -1.9453 3.5426 -1.1344
C5 -1.4158 -4.3836 0.4763
C6 -0.3110 -4.0370 -1.6231
C7 4.0139 -1.3674 -1.4516
H5 1.2398 -3.8695 -4.6390
Br1 -1.9463 5.2082 -4.9283
C8 3.3644 0.4680 -2.8606
C9 -0.1416 -1.7435 -2.4155
Te4 1.6427 3.1580 0.5552
H6 3.5309 1.0949 -3.7247
N2 1.0988 -2.1045 2.2725
C10 -1.3324 2.7182 -3.7095
H7 -2.3955 5.4305 -2.0122
C11 -1.7591 3.9975 -3.4870
C12 4.2298 -0.6436 -2.5692
C13 3.4792 -2.8451 1.1490
C14 0.7311 -3.5386 -3.7434
N3 2.0667 0.0057 -0.8813
C15 2.3457 0.7363 -2.0180
C16 -1.4831 -2.9841 0.6382
H8 -1.9115 -2.5620 1.5373
H9 2.9149 -3.4537 1.8472
H10 4.3129 -2.3929 1.6918
C17 -1.4874 2.2229 -1.3114
N4 1.3996 -1.4171 1.1226
C18 0.0572 -1.7081 2.9100
H11 -0.7977 -1.8800 4.7343
H12 -1.1074 2.3829 -4.7147
N5 -1.0162 -2.1386 -0.2505
H13 0.3335 -3.0641 4.3566
C19 -0.7796 0.4728 -2.9656
H14 0.4954 -5.5134 -2.9773
H15 4.6490 -2.2048 -1.1968
N6 -0.4557 -0.4142 -2.0894
C20 -2.0658 4.4153 -2.1869
C21 -1.1697 1.8179 -2.6374
C22 0.3260 -4.4564 -2.8147
C23 2.5957 -1.7967 0.5434
H16 -0.6877 -5.9800 -0.7378
C24 2.9304 -1.0615 -0.5659
H17 0.8269 -1.4397 -4.2881
H18 -1.8199 -5.0196 1.2509
H19 3.8962 -3.4971 0.3800
O1 -1.3806 1.4433 -0.2619

---

C24H19Cl3MnN2O7S5 as an isolated structure, computed with the ωB97M-V functional and the def2-TZVPD basis.

Its electronic energy is -6084.9164 a.u. The total charge is -2. As for the HOMO-LUMO gap (spin up / spin down): 4.41 / 4.49 eV. The largest force on an atom comes out at 0.010 Eh/bohr. The spin multiplicity is 6. The calculation puts the LUMO energy (spin up / spin down) at 3.450 / 3.450 eV.

Geometry (Å):
S1 4.9444 -5.1363 -2.4095
O1 2.6565 -1.9262 1.7279
O2 -0.0576 -2.7886 1.8451
C1 0.3138 2.6404 -2.2752
C2 -3.1157 2.2270 1.6581
Cl1 -6.3362 1.1102 -1.5694
H1 -0.1775 2.0643 -3.0594
H2 -3.7604 -0.1611 -1.2700
C3 -2.4474 4.4277 1.7992
H3 3.2228 0.6054 0.7016
H4 -5.1923 2.3223 2.3295
C4 4.4532 -2.5782 3.1186
C5 -2.0548 3.1701 1.4593
H5 4.2516 -2.6933 4.1864
C6 4.0031 -6.3491 -3.2627
H6 -5.4020 3.7832 -1.7198
H7 3.2473 -4.6897 1.4184
H8 0.0633 2.9230 1.7051
C7 0.9550 0.3800 -1.4874
C8 -4.2541 2.8069 2.1125
H9 2.4246 3.0243 -0.4028
H10 -0.8044 4.4072 -1.8872
N1 1.1320 1.7194 -1.5184
H11 -3.0114 1.1628 1.4559
C9 2.1137 2.0133 -0.5916
O3 -0.2663 3.6601 -0.1279
C10 -0.7488 3.4135 -1.4429
Cl2 -1.4954 5.8655 1.7818
O4 -0.8563 -1.1758 -0.1058
S2 2.2800 -6.0820 -3.0427
C11 -2.1406 2.8181 -1.5043
C12 -3.2664 3.6349 -1.6158
N2 1.7432 -0.1883 -0.6146
H12 -1.5505 0.7478 -1.2294
C13 -4.5502 3.1235 -1.6460
S3 4.0471 -2.8343 -0.7379
C14 2.4831 0.8197 -0.0502
C15 -3.6375 0.9012 -1.4228
O5 -1.9303 -2.3989 3.0078
C16 -1.6778 -1.3088 0.8646
H13 4.8265 -1.5779 2.9128
H14 5.2009 -3.3197 2.8329
S4 -4.0808 4.5037 2.3205
H15 0.2384 -0.1372 -2.1038
O6 -2.7696 -0.7356 0.9424
C17 -1.2056 -2.2554 2.0328
C18 -2.3624 1.4460 -1.4030
S5 0.8200 -3.9984 -1.5406
Mn1 1.0775 -2.2046 0.1320
O7 4.4770 -7.2597 -3.9184
C19 3.6108 -4.1974 -1.7178
C20 2.3756 -4.6427 -2.0206
C21 -0.6936 2.7995 0.9293
C22 -4.7146 1.7518 -1.5552
Cl3 -3.1197 5.3770 -1.6732
H16 1.6307 -4.2450 2.0309
C23 3.1956 -2.8334 2.3338
C24 2.6960 -4.2401 2.2528
H17 0.9682 3.3638 -2.7648
H18 2.9144 -4.8020 3.1627
H19 -0.6859 1.7460 0.6359

---

> total charge of number 1 (C24H19BrN5PdS)?

+1

---

Please write out number 3 again, unchanged.
C24H19Cl3MnN2O7S5 as an isolated structure, computed with the ωB97M-V functional and the def2-TZVPD basis.

Its electronic energy is -6084.9164 a.u. The total charge is -2. As for the HOMO-LUMO gap (spin up / spin down): 4.41 / 4.49 eV. The largest force on an atom comes out at 0.010 Eh/bohr. The spin multiplicity is 6. The calculation puts the LUMO energy (spin up / spin down) at 3.450 / 3.450 eV.

Geometry (Å):
S1 4.9444 -5.1363 -2.4095
O1 2.6565 -1.9262 1.7279
O2 -0.0576 -2.7886 1.8451
C1 0.3138 2.6404 -2.2752
C2 -3.1157 2.2270 1.6581
Cl1 -6.3362 1.1102 -1.5694
H1 -0.1775 2.0643 -3.0594
H2 -3.7604 -0.1611 -1.2700
C3 -2.4474 4.4277 1.7992
H3 3.2228 0.6054 0.7016
H4 -5.1923 2.3223 2.3295
C4 4.4532 -2.5782 3.1186
C5 -2.0548 3.1701 1.4593
H5 4.2516 -2.6933 4.1864
C6 4.0031 -6.3491 -3.2627
H6 -5.4020 3.7832 -1.7198
H7 3.2473 -4.6897 1.4184
H8 0.0633 2.9230 1.7051
C7 0.9550 0.3800 -1.4874
C8 -4.2541 2.8069 2.1125
H9 2.4246 3.0243 -0.4028
H10 -0.8044 4.4072 -1.8872
N1 1.1320 1.7194 -1.5184
H11 -3.0114 1.1628 1.4559
C9 2.1137 2.0133 -0.5916
O3 -0.2663 3.6601 -0.1279
C10 -0.7488 3.4135 -1.4429
Cl2 -1.4954 5.8655 1.7818
O4 -0.8563 -1.1758 -0.1058
S2 2.2800 -6.0820 -3.0427
C11 -2.1406 2.8181 -1.5043
C12 -3.2664 3.6349 -1.6158
N2 1.7432 -0.1883 -0.6146
H12 -1.5505 0.7478 -1.2294
C13 -4.5502 3.1235 -1.6460
S3 4.0471 -2.8343 -0.7379
C14 2.4831 0.8197 -0.0502
C15 -3.6375 0.9012 -1.4228
O5 -1.9303 -2.3989 3.0078
C16 -1.6778 -1.3088 0.8646
H13 4.8265 -1.5779 2.9128
H14 5.2009 -3.3197 2.8329
S4 -4.0808 4.5037 2.3205
H15 0.2384 -0.1372 -2.1038
O6 -2.7696 -0.7356 0.9424
C17 -1.2056 -2.2554 2.0328
C18 -2.3624 1.4460 -1.4030
S5 0.8200 -3.9984 -1.5406
Mn1 1.0775 -2.2046 0.1320
O7 4.4770 -7.2597 -3.9184
C19 3.6108 -4.1974 -1.7178
C20 2.3756 -4.6427 -2.0206
C21 -0.6936 2.7995 0.9293
C22 -4.7146 1.7518 -1.5552
Cl3 -3.1197 5.3770 -1.6732
H16 1.6307 -4.2450 2.0309
C23 3.1956 -2.8334 2.3338
C24 2.6960 -4.2401 2.2528
H17 0.9682 3.3638 -2.7648
H18 2.9144 -4.8020 3.1627
H19 -0.6859 1.7460 0.6359

---

> Which of these has the lowest total charge?

C24H19Cl3MnN2O7S5

---

> Number 2 is which compound?

C24H19BrN6OSTe4Zr